No. 1
The following is a DFT calculation (wB97M-V/def2-TZVPD) of C23H35N3O3 in the gas phase.

Summary:
E_HOMO, eV: -8.17
SMILES: CCN(CC)CCN(C)C(=O)c1ccc(OC2CCN(C(=O)C3CC3)CC2)cc1
LUMO, Ha: 0.02530
Total charge: 0

```
64
Properties=species:S:1:pos:R:3:forces:R:3
C -5.253 -2.535 0.973 -0.01 0.30 0.12
C -5.277 -1.040 1.275 0.01 -0.16 -0.06
N -5.895 -0.263 0.213 0.05 0.02 0.19
C -7.268 -0.607 -0.105 -0.12 -0.07 0.06
C -8.277 -0.485 1.044 0.27 0.00 -0.24
C -5.662 1.170 0.334 0.18 0.15 -0.41
C -4.922 1.713 -0.899 -0.19 0.31 0.48
N -3.617 1.104 -1.061 -0.20 -0.04 0.03
C -3.572 -0.103 -1.849 0.06 -0.33 -0.29
C -2.597 1.579 -0.313 0.13 -0.02 -0.11
O -2.746 2.496 0.481 -0.03 0.11 0.26
C -1.254 0.955 -0.519 0.23 0.08 0.14
C -0.627 0.962 -1.763 0.00 -0.04 0.20
C 0.647 0.459 -1.903 0.18 -0.07 0.05
C 1.332 -0.069 -0.805 -0.24 0.15 -0.13
O 2.572 -0.554 -1.079 -0.08 0.05 -0.20
C 3.402 -1.037 -0.034 0.31 -0.35 0.60
C 4.020 0.117 0.767 -0.19 0.07 -0.38
C 4.951 0.942 -0.128 -0.17 0.16 0.35
N 5.974 0.098 -0.696 -0.13 -0.04 -0.26
C 7.269 0.026 -0.293 0.08 0.27 0.06
O 7.998 -0.884 -0.642 0.23 -0.26 0.06
C 7.755 1.149 0.577 0.18 -0.01 -0.11
C 9.092 0.983 1.235 0.03 -0.03 -0.09
C 7.849 0.904 2.060 -0.07 0.06 0.22
C 5.429 -0.962 -1.519 0.12 -0.41 -0.13
C 4.510 -1.863 -0.694 -0.23 0.33 -0.14
C 0.711 -0.069 0.439 0.32 -0.18 0.03
C -0.565 0.450 0.574 -0.23 0.11 -0.20
H -6.247 -2.971 1.033 -0.10 -0.11 -0.02
H -4.852 -2.712 -0.022 0.04 -0.05 -0.12
H -4.619 -3.039 1.698 0.02 -0.10 0.06
H -4.244 -0.690 1.356 -0.06 0.02 0.09
H -5.762 -0.874 2.252 0.10 0.03 0.00
H -7.281 -1.632 -0.485 -0.09 0.06 -0.09
H -7.577 0.048 -0.924 -0.02 -0.10 -0.04
H -8.244 0.509 1.485 -0.04 0.09 0.09
H -9.281 -0.663 0.669 -0.13 -0.02 0.02
H -8.069 -1.215 1.823 -0.02 -0.06 0.13
H -5.050 1.388 1.211 -0.06 0.02 -0.01
H -6.601 1.724 0.440 -0.02 0.01 0.08
H -4.778 2.789 -0.770 -0.08 -0.06 -0.12
H -5.500 1.525 -1.806 -0.01 0.02 -0.01
H -3.625 0.132 -2.917 0.03 -0.06 -0.03
H -2.654 -0.652 -1.654 -0.08 -0.02 -0.05
H -4.428 -0.724 -1.579 0.11 0.01 -0.07
H -1.136 1.378 -2.619 -0.06 0.01 -0.11
H 1.144 0.463 -2.861 0.06 0.01 -0.11
H 2.819 -1.689 0.632 0.04 0.11 -0.13
H 3.237 0.765 1.162 -0.01 -0.02 0.08
H 4.586 -0.299 1.603 0.00 0.00 0.06
H 5.393 1.749 0.452 -0.02 -0.01 -0.09
H 4.365 1.373 -0.948 0.08 0.07 0.10
H 7.476 2.141 0.244 0.00 0.01 0.10
H 9.726 1.851 1.331 -0.06 0.12 0.01
H 9.618 0.065 1.026 -0.06 -0.08 -0.06
H 7.547 -0.066 2.427 0.00 -0.12 -0.04
H 7.610 1.718 2.728 0.00 0.07 -0.01
H 6.266 -1.536 -1.920 -0.16 0.10 -0.02
H 4.861 -0.512 -2.338 0.06 -0.02 0.00
H 4.063 -2.618 -1.341 -0.02 -0.07 0.04
H 5.089 -2.363 0.083 0.01 -0.03 0.02
H 1.205 -0.463 1.314 0.08 -0.03 0.04
H -1.036 0.464 1.545 -0.03 0.03 0.10
```
Forces are in eV/Å.

***

No. 2
The following is a DFT calculation (wB97M-V/def2-TZVPD) of a molecular structure, C30H66CuN4O6.

Summary:
E_HOMO (spin up / spin down), eV: -4.93 / -4.93
2S+1: 2
LUMO (spin up / spin down), Ha: 0.02225 / 0.01624
Total charge: 0

```
107
Properties=species:S:1:pos:R:3:forces:R:3
Cu 0.275 0.120 -0.428 -0.22 0.03 0.78
C 1.876 0.759 -4.139 -0.03 -0.46 -0.13
C 0.665 1.647 -4.420 0.39 0.75 -1.23
C 0.492 1.744 -5.954 -0.33 -0.31 -0.24
C -0.958 1.962 -6.371 0.42 0.13 0.62
C -1.789 0.741 -5.983 0.81 0.75 -1.09
C -1.424 0.187 -4.590 -1.73 -0.58 -1.21
N -0.589 1.124 -3.824 0.57 -0.35 -1.80
O -0.532 0.863 -2.612 -0.02 0.05 2.44
C -0.786 -1.199 -4.766 1.12 0.05 0.84
C -2.747 -0.056 -3.882 -1.22 0.03 0.32
C 0.956 3.034 -3.880 -0.81 0.79 1.05
H 2.629 0.952 -4.908 0.08 0.19 0.16
H 1.622 -0.296 -4.243 -0.03 0.02 0.09
H 2.298 0.926 -3.156 -0.03 0.03 0.20
H 0.892 0.820 -6.384 -0.14 0.05 -0.24
H 1.065 2.573 -6.371 0.35 -0.10 0.28
H -1.005 2.139 -7.446 -0.14 0.06 0.00
H -1.271 2.876 -5.854 -0.33 -0.05 -0.13
H -1.514 0.017 -6.755 -0.22 -0.33 0.23
H -2.839 0.977 -6.159 -0.12 -0.18 0.51
H -1.506 -1.959 -5.060 -0.15 0.18 -0.20
H -0.363 -1.509 -3.805 -0.15 -0.06 0.08
H 0.055 -1.195 -5.461 -0.18 0.02 -0.21
H -2.692 -0.548 -2.914 0.34 0.08 -0.05
H -3.377 -0.683 -4.521 0.34 -0.23 -0.06
H -3.401 0.814 -3.759 0.58 0.38 0.09
H 1.240 2.975 -2.831 0.40 -0.13 -0.04
H 0.081 3.695 -3.832 -0.18 -0.28 -0.43
H 1.699 3.587 -4.451 0.27 -0.35 0.00
C -0.277 -0.355 4.061 -0.27 0.32 0.00
C 1.258 -0.321 3.872 -0.31 0.04 0.50
C 1.922 -0.761 5.181 0.20 -0.57 0.76
C 1.912 -2.266 5.416 0.00 0.10 0.07
C 2.502 -2.950 4.199 -0.13 0.38 -0.18
C 1.827 -2.544 2.877 -1.00 -0.68 0.63
N 1.742 -1.107 2.753 1.41 0.34 -0.16
O 1.178 -0.747 1.522 -0.55 0.07 0.14
C 0.433 -3.257 2.818 0.46 -0.19 -0.56
C 2.673 -3.124 1.758 0.52 0.11 -0.30
C 1.683 1.150 3.713 -0.21 -0.49 0.05
H -0.743 0.294 3.315 -0.11 -0.16 -0.04
H -0.572 0.013 5.050 0.16 0.20 -0.05
H -0.732 -1.339 3.980 0.20 -0.08 -0.14
H 1.415 -0.304 6.037 -0.10 0.27 -0.21
H 2.958 -0.413 5.256 0.02 0.01 -0.37
H 0.903 -2.609 5.671 -0.09 -0.04 -0.38
H 2.494 -2.517 6.308 0.13 0.09 -0.05
H 2.418 -4.034 4.299 0.32 -0.05 -0.08
H 3.543 -2.627 4.096 0.13 -0.31 0.22
H 0.086 -3.604 3.791 -0.19 0.24 0.04
H 0.504 -4.137 2.170 -0.04 -0.09 0.14
H -0.261 -2.577 2.331 -0.18 -0.01 0.25
H 3.614 -2.580 1.631 -0.06 0.11 0.18
H 2.169 -3.099 0.793 -0.15 -0.02 0.09
H 2.933 -4.152 2.026 -0.10 -0.09 -0.19
H 1.065 1.640 2.967 0.02 0.21 0.03
H 2.731 1.205 3.419 0.03 -0.03 0.00
H 1.565 1.618 4.693 -0.09 0.31 -0.15
C 1.437 -2.678 -2.005 0.39 -0.40 -0.38
O 0.447 -1.986 -1.303 -0.32 0.33 -0.25
C -0.570 -2.802 -0.747 0.15 0.21 0.30
C -1.832 -1.999 -0.521 -0.54 -0.33 -0.04
N -1.585 -0.887 0.404 -0.13 -0.55 -0.85
C -2.823 -0.210 0.763 -0.13 -0.22 0.15
C -3.793 -1.077 1.580 0.33 0.70 -0.35
O -3.049 -1.650 2.621 -0.34 -0.10 0.00
C -3.830 -2.360 3.566 0.80 0.23 0.11
H 2.125 -3.245 -1.368 -0.11 0.11 0.19
H 2.020 -1.955 -2.572 -0.02 0.09 0.06
H 1.010 -3.390 -2.726 -0.14 0.06 0.05
H -0.251 -3.139 0.246 0.19 -0.32 -0.22
H -0.738 -3.643 -1.426 -0.20 -0.11 0.16
H -2.587 -2.694 -0.118 0.19 -0.15 0.11
H -2.290 -1.660 -1.453 0.38 0.30 0.00
H -1.188 -1.337 1.228 0.33 0.64 0.22
H -3.332 0.111 -0.151 0.05 0.07 -0.02
H -2.593 0.684 1.346 0.14 -0.05 0.04
H -4.262 -1.843 0.951 -0.10 -0.09 0.12
H -4.567 -0.384 1.940 -0.15 -0.28 0.18
H -4.381 -1.668 4.211 -0.27 -0.05 -0.16
H -3.095 -2.865 4.193 -0.20 -0.20 0.03
H -4.484 -3.088 3.082 -0.11 0.02 0.05
C -1.706 4.264 3.564 0.52 -0.07 -0.16
O -1.544 3.419 2.440 -0.11 0.25 0.10
C -1.385 4.108 1.227 0.22 0.04 -0.72
C -1.123 3.049 0.164 -0.49 -0.22 -0.23
N 0.022 2.175 0.475 -0.19 1.12 -0.28
C 1.274 2.891 0.167 0.22 0.07 0.54
C 2.461 1.965 0.258 -0.19 -0.78 0.60
O 2.350 0.950 -0.728 0.37 0.60 -0.94
C 3.422 0.026 -0.656 -0.20 -0.43 0.61
H -2.369 5.104 3.340 -0.30 -0.19 0.13
H -0.746 4.699 3.870 0.03 -0.08 -0.04
H -2.065 3.622 4.364 -0.21 0.22 0.10
H -0.565 4.841 1.247 0.07 -0.09 0.33
H -2.286 4.671 0.944 -0.09 -0.05 0.19
H -0.999 3.511 -0.817 0.12 0.02 0.03
H -2.032 2.447 0.094 0.12 -0.14 0.01
H -0.039 2.124 1.490 0.24 -0.75 -0.02
H 1.456 3.714 0.874 0.00 -0.02 0.01
H 1.191 3.361 -0.811 0.01 -0.19 -0.19
H 2.436 1.416 1.206 -0.02 0.28 0.18
H 3.413 2.507 0.206 -0.03 0.02 -0.36
H 3.247 -0.630 0.207 0.08 0.08 0.02
H 4.385 0.535 -0.552 -0.02 0.06 -0.11
H 3.415 -0.586 -1.555 0.01 0.14 -0.13
```
Forces are in eV/Å.

***

Number 1: calculated total energy -1287.3925 Ha. Number 2: calculated total energy -3493.3822 Ha.